1.
The following is a DFT calculation (ωB97M-V/def2-TZVPD) of a cluster of 14 separate species, C4H33O15S in total.

Output
- lowest unoccupied orbital energy (eV) = 2.39
- HOMO (eV) = -6.74
- gap between HOMO and LUMO (Ha) = 0.3355
- charge = -1

Geometry as XYZ:
```
53
C4H33O15S ωB97M-V/def2-TZVPD
O -0.7482 1.5308 0.4199
C -0.5713 0.2573 0.5046
O -0.1566 -0.2474 1.6203
C -0.8636 -0.5970 -0.6519
C -1.2316 -2.0689 -0.2523
C -1.3664 -3.0940 -1.4678
S -2.0501 -2.4411 -3.0646
H -0.0456 -0.4279 -1.4421
H -1.6947 -0.1175 -1.2937
H -0.6648 -2.4593 0.5039
H -2.2034 -2.0287 0.2663
H -0.4614 -3.5068 -1.7074
H -2.1145 -3.8400 -1.1333
H -1.0136 -1.8063 -3.6882
H 2.2543 -2.0509 0.4406
H 2.2798 -3.5900 0.4185
O 1.8484 -2.8227 0.8452
H -3.2629 -0.9138 3.1056
H -3.0185 0.1027 2.0034
O -3.5717 -0.4786 2.2996
H -0.6903 -0.2554 -4.0843
H -0.9254 1.0477 -3.3961
O -0.5501 0.6295 -4.0930
H 2.5429 0.9387 -3.6897
H 1.0488 0.7938 -3.3599
O 2.0015 0.3969 -3.1452
H 2.2952 3.0443 0.8162
H 3.4069 2.1240 0.2746
O 2.6197 2.5876 -0.0348
H -0.6984 2.3989 2.6956
H -0.5527 0.9485 2.8324
O -0.6139 1.6696 3.3196
H 1.4031 -2.6205 2.5804
H 0.0645 -2.3108 3.4104
O 0.7637 -2.9064 3.2801
H -1.7229 -1.9437 2.8703
H -1.6640 -0.6847 3.8131
O -1.6755 -1.6862 3.8746
H -1.4779 2.0258 -1.1588
H -2.8423 2.0155 -1.8480
O -1.9138 1.6700 -1.9281
H 2.4641 0.0381 -1.4197
H 2.7687 -0.0618 0.1033
O 3.0226 -0.2648 -0.7579
H 1.4753 3.0366 -1.8887
H 0.0907 3.4626 -2.1674
O 0.9561 3.7501 -2.2518
H 2.1186 -0.3025 3.2017
H 1.8194 -0.2813 1.8329
O 2.5971 -0.0472 2.4117
H 0.6146 4.1080 -0.5473
H -0.3158 3.2379 0.3648
O 0.2259 4.0413 0.3624
```

=====

2.
The following is a DFT calculation (ωB97M-V/def2-TZVPD) of a cluster of 14 separate species, C4H34NO15 in total.

Output
- lowest unoccupied orbital energy (eV) = 2.54
- HOMO (eV) = -5.88
- gap between HOMO and LUMO (Ha) = 0.3094
- charge = -1

Geometry as XYZ:
```
54
C4H34NO15 ωB97M-V/def2-TZVPD
C -1.0553 0.1703 1.8279
N -0.0416 0.0201 0.9171
C 0.0535 2.5208 0.1613
C 0.3531 0.9966 -0.0934
C 1.9443 0.7989 -0.5287
O 2.9322 0.6566 0.4206
O -1.8155 1.0677 1.8828
H -1.1163 -0.5739 2.6164
H 2.5905 0.7917 1.3125
H 0.8025 3.2809 0.0036
H -0.2539 2.6605 1.2369
H -0.8278 2.9111 -0.4046
H -0.1006 0.6898 -1.0666
H 2.2464 1.8011 -0.9400
H 1.8454 -0.0306 -1.2994
H 0.6217 -1.5448 -1.8069
H 0.3551 -2.6617 -2.8560
O 0.4392 -1.7155 -2.8292
H -2.9665 3.5648 2.9923
H -1.5980 3.4433 2.2710
O -2.1229 3.9405 3.0680
H -3.9096 0.9730 -0.6891
H -2.3458 1.1832 -0.1312
O -3.0923 1.4391 -0.7931
H -0.9358 3.3520 4.0919
H -0.8032 1.9283 4.6816
O -0.2946 2.7615 4.5799
H -3.2691 1.6057 -3.5476
H -2.2014 1.3257 -2.4346
O -2.3397 1.5046 -3.4230
H 3.5138 -0.9257 0.5246
H 3.7506 -2.1458 1.5011
O 3.6767 -1.8846 0.5414
H 1.7961 -2.2842 -0.1667
H 0.5133 -1.7923 0.3438
O 0.8546 -2.5026 -0.3020
H -2.9051 -2.7554 -2.2403
H -1.6684 -2.5631 -1.9142
O -2.3992 -2.8429 -1.4586
H 1.4073 -4.2457 -1.7535
H 0.5374 -5.3926 -1.8480
O 0.9065 -4.7254 -2.3948
H 3.4141 2.7915 2.1824
H 2.8291 2.8077 0.6676
O 3.2792 3.2610 1.4349
H -1.7968 -0.2230 -4.9044
H -0.6732 -1.0912 -5.4725
O -1.5867 -0.9183 -5.4889
H 1.0911 -0.0046 2.3404
H 1.3962 1.1489 3.3232
O 1.8541 0.3701 2.9109
H -0.6327 -3.6412 1.0421
H -1.4104 -4.7426 0.5564
O -0.8416 -4.5593 1.3551
```

=====

3.
The following is a DFT calculation (ωB97M-V/def2-TZVPD) of a cluster of 13 separate species, C4H35N2O12 in total.

Output
- lowest unoccupied orbital energy (spin up / spin down) (eV) = -6.42 / -10.93
- HOMO (spin up / spin down) (eV) = -16.75 / -16.48
- 2S+1 = 2
- gap between HOMO and LUMO (spin up / spin down) (Ha) = 0.3796 / 0.2039
- charge = +2

Geometry as XYZ:
```
53
C4H35N2O12 ωB97M-V/def2-TZVPD
C -0.7360 1.8738 2.4096
C -0.9072 0.3209 2.0893
C -0.5337 0.3336 0.6283
C 0.3820 -0.5364 0.1160
N 0.3430 -0.7749 -1.3324
N -2.0538 2.4454 2.0569
H 0.1305 2.3358 1.9714
H -0.6014 1.8265 3.5006
H -1.9255 -0.0293 1.9773
H -0.2482 -0.3337 2.6281
H -1.2055 0.9064 0.0048
H 1.1813 -1.0183 0.6775
H 0.7343 0.0543 -1.8474
H 0.9430 -1.5746 -1.5904
H -0.5770 -1.0149 -1.6672
H -2.6694 2.3782 2.8590
H -1.9191 3.4529 1.9925
H -0.7577 -2.6345 0.1227
H -0.3127 -4.0907 0.7597
O -0.4787 -3.5377 -0.0076
H -2.6996 -0.8377 -2.1280
H -2.1522 0.1103 -3.0903
O -2.3898 0.0995 -2.1410
H -0.1654 1.6098 -3.0025
H 0.7365 1.2452 -4.2266
O 0.3658 0.8892 -3.4074
H -0.6881 3.1319 -0.7682
H 0.8179 2.5762 -1.1146
O -0.1296 2.5445 -1.3067
H 3.2114 -1.2701 -1.1751
H 4.3171 -2.3415 -1.1313
O 3.9742 -1.5672 -0.6776
H -3.4318 -2.7799 -0.4278
H -2.2269 -3.1707 -1.3901
O -2.7904 -2.4487 -1.0616
H 2.9357 1.4965 -1.2585
H 3.0213 0.8418 0.0720
O 2.3429 1.1184 -0.5935
H -2.8376 2.9198 0.0904
H -2.4059 2.4631 -1.3171
O -2.7125 3.2489 -0.8453
H 2.3798 0.5848 4.5394
H 2.0901 2.0346 4.1426
O 1.6458 1.2006 4.3282
H 3.8458 1.4308 1.9931
H 4.4588 -0.0849 1.8961
O 3.7735 0.5400 1.6403
H 2.3555 -3.0816 -2.9790
H 1.6389 -3.7510 -1.6884
O 1.8025 -2.9440 -2.1884
H -2.9739 -1.4703 0.8396
H -3.4027 -2.1052 2.2041
O -2.7165 -2.0953 1.5271
```

=====

4.
The following is a DFT calculation (ωB97M-V/def2-TZVPD) of a cluster of 13 separate species, C4H35N2O13 in total.

Output
- lowest unoccupied orbital energy (eV) = 2.63
- HOMO (eV) = -7.15
- gap between HOMO and LUMO (Ha) = 0.3597
- charge = -1

Geometry as XYZ:
```
54
C4H35N2O13 ωB97M-V/def2-TZVPD
C -1.7425 -1.6828 -0.5001
C -1.9767 -2.2477 0.8987
C -1.6529 -1.1986 1.9531
O -2.5698 -1.3522 3.0273
N -0.3157 -1.3834 -0.7165
C -0.1326 -0.3815 -1.7857
N 1.2361 -0.3064 -2.2594
H -2.0092 -2.4528 -1.2351
H -2.3533 -0.7822 -0.6293
H -3.0297 -2.5020 1.0125
H -1.4170 -3.1699 1.0849
H -0.6435 -1.3175 2.3580
H -1.7778 -0.1854 1.5436
H 0.0851 -1.0156 0.1415
H -0.7464 -0.6944 -2.6346
H -0.4205 0.6055 -1.4234
H 1.5612 -1.1873 -2.6292
H 1.8602 0.0699 -1.5570
H 0.6889 3.5341 -1.9008
H -0.2391 3.3910 -0.6684
O 0.4949 3.9412 -1.0305
H 2.6199 0.4455 1.5880
H 1.2218 0.7010 2.1871
O 1.9481 0.0193 2.1655
H 4.4689 1.5112 1.3429
H 3.2066 2.1556 0.6846
O 3.8197 1.3569 0.6511
H -0.1045 2.0030 -3.1276
H 1.4054 1.6762 -2.9968
O 0.7965 2.3719 -3.2675
H -2.1021 2.7266 0.3834
H -0.8016 1.0883 3.4951
O -1.3439 2.2412 0.0404
H -0.4239 0.1607 4.6664
H -2.3994 -0.6514 3.6741
O -1.1470 0.6999 4.3349
H 0.4616 -2.8335 -1.5221
H 0.7137 -4.3791 -1.6512
O 0.6403 -3.5700 -2.1638
H 1.3479 2.6656 1.4731
H 1.6228 3.5723 0.2449
O 2.0482 3.2290 1.0682
H -1.1136 -3.1615 -4.6415
H -0.8342 -3.3105 -3.1501
O -1.5640 -3.1919 -3.7928
H 2.1165 -2.8563 1.3980
H 2.2236 -1.7345 2.4069
O 2.3377 -2.7110 2.3203
H -0.8357 1.9657 0.9703
H -0.1692 2.6890 2.6215
O -0.0891 1.8634 2.1308
H -1.7585 0.4634 -2.4944
H -1.5486 1.6916 -1.5720
O -1.6633 1.4204 -2.5169
```

=====

5.
The following is a DFT calculation (ωB97M-V/def2-TZVPD) of a cluster of 14 separate species, C4H35NO13 in total.

Output
- lowest unoccupied orbital energy (eV) = 0.16
- HOMO (eV) = -7.77
- gap between HOMO and LUMO (Ha) = 0.2914
- charge = 0

Geometry as XYZ:
```
53
C4H35NO13 ωB97M-V/def2-TZVPD
C 0.4397 -3.1011 -1.6089
C -0.7099 -2.2501 -1.0938
C -0.1870 -0.8575 -0.6828
C -1.0796 0.0878 -0.4049
N -0.7797 1.4460 -0.2449
H 0.1279 -4.0857 -1.9797
H 1.3127 -3.1226 -0.9786
H 0.8274 -2.6617 -2.5553
H -1.4603 -2.1186 -1.8644
H -1.2382 -2.6461 -0.2351
H 0.8896 -0.8729 -0.8716
H -2.0540 -0.2489 -0.1518
H -1.4882 1.8774 0.3174
H 0.1916 1.6865 -0.1472
H 2.0261 1.2116 -2.4696
H 2.3372 0.0982 -3.3678
O 2.5080 0.3474 -2.4496
H -1.6061 -0.6669 2.8068
H -2.7333 -1.5118 3.1442
O -2.0819 -1.4503 2.4258
H 4.0274 -1.4604 -0.5549
H 3.7558 -0.1365 -1.3628
O 4.2271 -0.5243 -0.5969
H 4.2947 1.4275 1.6664
H 4.2557 1.2558 0.1116
O 3.8481 1.7078 0.8652
H 0.6562 -0.4878 1.4931
H 0.6316 -1.4962 2.5699
O 0.9460 -0.5715 2.4153
H -4.3806 -2.3263 -0.2760
H -3.6412 -2.0371 1.0199
O -4.1470 -1.6015 0.3144
H -1.7361 3.4578 1.8039
H -0.0590 3.1857 1.6330
O -0.9266 3.0033 2.0392
H -3.2821 -0.2868 -2.5034
H -3.6216 0.6840 -1.3481
O -2.9844 0.5036 -2.0456
H -0.9245 -2.9584 2.4572
H 0.4642 -3.5443 2.0084
O 0.0062 -3.0971 2.7271
H -1.5001 2.0456 -2.7865
H -0.9212 0.9420 -3.5321
O -0.7691 1.8893 -3.4064
H 1.2907 3.2093 -2.9311
H 0.3209 2.6275 -1.8743
O 1.2392 2.6601 -2.1453
H -0.9283 1.6148 3.1026
H -0.2710 0.3447 3.9161
O -1.0561 0.7626 3.5555
H 2.3240 2.8889 0.7324
H 1.9294 2.1443 1.8550
O 1.6895 3.0133 1.4889
```

=====

6.
The following is a DFT calculation (ωB97M-V/def2-TZVPD) of a cluster of 14 separate species, C4H35NO14 in total.

Output
- lowest unoccupied orbital energy (eV) = 0.04
- HOMO (eV) = -9.93
- gap between HOMO and LUMO (Ha) = 0.3664
- charge = 0

Geometry as XYZ:
```
54
C4H35NO14 ωB97M-V/def2-TZVPD
O -0.8918 -2.2416 0.2239
C -0.5105 -1.0891 0.1671
C -0.0015 -0.3396 1.4131
C -1.1703 0.3769 2.0668
C -1.9817 -0.3844 3.1097
N 1.0277 0.5960 0.9545
H -0.1252 -0.6834 -0.7922
H 0.5210 -1.0095 2.1003
H -1.8521 0.8777 1.3755
H -0.6762 1.2420 2.5456
H -3.0281 -0.4409 2.7155
H -1.6754 -1.4172 3.2495
H -2.2071 -0.0076 4.1027
H 0.7043 1.3591 0.3659
H 1.6230 0.0268 0.3220
H 2.3998 -2.8548 3.0128
H 1.0714 -3.2488 2.1847
O 1.9870 -3.4559 2.3905
H -2.8448 -1.2665 -2.7237
H -1.3213 -1.2309 -2.7377
O -2.0963 -0.7529 -2.4181
H -1.3752 -3.2211 -1.4187
H -2.4496 -3.2293 -2.3961
O -1.5086 -3.4347 -2.3588
H 1.0508 0.2518 4.6377
H 1.4107 1.1984 3.5391
O 1.7889 0.7923 4.3317
H -1.5363 4.6577 -0.2466
H -0.4177 4.1707 0.8837
O -0.8835 4.0304 0.0557
H 1.7348 3.5492 2.8677
H 1.0665 2.6986 1.8811
O 0.8393 3.3659 2.5507
H 0.1711 1.0548 -3.7390
H 1.1852 0.1561 -4.5505
O 0.3461 0.6172 -4.5897
H 4.2576 -2.9376 -0.3273
H 2.9637 -3.7405 -0.2779
O 3.4760 -3.1517 -0.8485
H -1.1082 2.0070 -2.6630
H -0.3143 2.4727 -1.4963
O -0.1727 1.9867 -2.3253
H 2.0473 3.6742 -2.6350
H 0.6616 3.6709 -2.2778
O 1.3954 4.3179 -2.3260
H -1.7181 1.8635 -4.6188
H -3.0408 1.3862 -3.9794
O -2.3479 2.0428 -3.9060
H 3.5584 -0.6131 -0.9244
H 2.5861 -1.6025 -1.0765
O 2.5918 -0.6082 -0.9955
H -1.7314 -4.5386 1.5511
H -1.6882 -3.0508 1.7880
O -1.7906 -3.8927 2.2623
```

=====

7.
The following is a DFT calculation (ωB97M-V/def2-TZVPD) of a cluster of 14 separate species, C4H36N2O14 in total.

Output
- lowest unoccupied orbital energy (eV) = 0.05
- HOMO (eV) = -9.29
- gap between HOMO and LUMO (Ha) = 0.3431
- charge = 0

Geometry as XYZ:
```
56
C4H36N2O14 ωB97M-V/def2-TZVPD
N -1.6888 0.0433 2.7929
C -2.2098 -1.3279 2.3327
C -1.6980 -1.3797 0.8513
N -0.9985 -2.6498 0.6476
C -0.6458 -3.0657 -0.7296
C 0.8089 -2.7972 -0.9700
O 1.2888 -2.1396 -1.9154
H -2.2363 0.4424 3.4651
H -0.7743 -0.0223 3.1147
H -3.2952 -1.3028 2.5580
H -1.7057 -2.1247 2.8708
H -1.1772 -0.3242 0.7790
H -2.5509 -1.2642 0.0797
H -0.1560 -2.6120 1.2399
H -0.8140 -4.1044 -0.7271
H -1.2076 -2.5578 -1.6196
H 1.5443 -2.9932 -0.0785
H 4.4133 0.7257 2.4966
H 3.7660 0.5401 1.1478
O 3.5014 0.5088 2.0757
H -0.6062 4.2048 -1.0996
H -1.6989 3.2716 -1.2030
O -0.7593 3.2286 -1.4606
H -2.4448 2.3211 1.8745
H -1.5182 3.3898 1.4508
O -2.4093 3.1311 1.3787
H 3.1440 -1.3435 -3.4554
H 2.1409 -0.5547 -2.5866
O 3.0375 -0.5915 -2.7732
H 0.1666 1.2419 0.7096
H -0.2293 1.8512 -0.6495
O 0.4654 1.3300 -0.2276
H 2.1962 -0.1141 3.2338
H 1.1367 -1.1581 2.6925
O 1.3134 -0.4988 3.4052
H 1.5509 1.4097 -3.9331
H 0.2072 0.9855 -3.1378
O 0.6363 1.0925 -4.0095
H 3.1037 -2.8558 2.2212
H 3.0258 -1.4316 1.7179
O 2.8162 -2.3254 1.6028
H -0.6224 -1.3075 -2.8194
H -0.6585 -0.1304 -3.8383
O -1.1170 -0.8772 -3.4969
H 4.1635 -0.4758 -0.8335
H 3.2739 0.7199 -0.7154
O 4.0778 0.3241 -0.5105
H -3.3763 -0.7805 -3.3612
H -3.1544 -1.1364 -1.9235
O -3.6437 -0.7501 -2.4687
H 0.8057 3.0829 2.7193
H 1.5808 3.5781 1.5876
O 0.7900 3.6916 1.9631
H -4.2186 1.4016 -1.2718
H -3.5046 2.2630 -0.1530
O -3.8357 2.2174 -1.0407
```

=====

8.
The following is a DFT calculation (ωB97M-V/def2-TZVPD) of a cluster of 14 separate species, C4H36NO14S in total.

Output
- lowest unoccupied orbital energy (eV) = 2.54
- HOMO (eV) = -6.17
- gap between HOMO and LUMO (Ha) = 0.3201
- charge = -1

Geometry as XYZ:
```
56
C4H36NO14S ωB97M-V/def2-TZVPD
C 0.9067 0.1914 0.9576
N -0.4859 0.1664 0.4445
C -1.0187 -1.3235 0.0163
O -0.1026 -2.1348 0.5489
C 1.4205 1.5821 1.4832
C 0.9618 2.1378 2.7776
S 1.6809 1.1051 4.2437
H 1.0829 -0.5375 1.7405
H 1.6976 -0.1003 0.1363
H -1.1067 0.6177 1.1342
H -1.9726 -1.5778 0.6526
H -0.9120 -1.0812 -1.0173
H 1.2928 2.2898 0.5836
H 2.5345 1.4376 1.6099
H -0.1303 1.9828 2.6617
H 1.4407 3.1530 2.9772
H 2.2151 -0.0644 3.9122
H -2.0879 -0.2042 3.0061
H -2.0705 -1.2904 4.0122
O -2.7137 -0.7865 3.4908
H -2.5298 2.4464 1.3068
H -4.3910 1.0000 0.8551
O -1.6001 2.8939 1.2096
H -0.8504 -3.0351 2.0201
H -0.1985 -2.9874 3.3282
O -1.0543 -2.8080 2.9079
H 0.2408 0.5302 -4.2156
H -0.5717 1.3412 -3.1496
O -0.4640 0.5445 -3.6057
H -2.1139 1.2708 -1.8032
H -2.7700 0.0455 -2.5377
O -2.9549 0.6959 -2.0053
H -1.5335 2.8555 -1.5325
H -1.3238 2.7697 0.2599
O -0.9601 2.2078 -1.2553
H -0.6337 -3.8568 -0.9336
H 0.6648 -3.3853 -1.4438
O -0.1249 -3.7976 -1.6708
H 4.0305 -0.2046 0.8002
H 3.3745 -1.4877 1.0621
O 3.1997 -0.5363 1.1035
H 2.2243 -3.6272 -0.0944
H 1.2909 -2.8548 0.9189
O 2.2187 -3.2763 0.7966
H -3.7920 1.5092 -0.6290
H -0.3655 0.7109 -0.3614
O -4.0436 1.7944 0.2938
H 2.2986 1.0203 -3.4278
H 1.9133 -0.1949 -4.1006
O 2.0641 0.6756 -4.3348
H 0.4187 2.3818 -1.9573
H 1.6151 2.9442 -2.7816
O 1.4984 2.2452 -2.1340
H 0.9344 -1.0855 -2.5804
H 0.4534 -2.3646 -2.6981
O 1.2031 -1.9442 -2.9820
```

=====

9.
The following is a DFT calculation (ωB97M-V/def2-TZVPD) of a cluster of 15 separate species, C4H36NO16 in total.

Output
- lowest unoccupied orbital energy (eV) = 2.44
- HOMO (eV) = -6.39
- gap between HOMO and LUMO (Ha) = 0.3244
- charge = -1

Geometry as XYZ:
```
57
C4H36NO16 ωB97M-V/def2-TZVPD
C -0.6097 2.1338 -1.1308
N -1.8752 2.3168 -1.8539
C -2.7690 1.2408 -1.8954
O -3.4206 1.1095 -2.9476
O -2.7973 0.4654 -0.8766
C 0.2708 3.3695 -1.2708
C 1.6453 3.1261 -0.5684
H -0.1120 1.2244 -1.4794
H -0.8903 2.1125 -0.0766
H -1.7773 2.8182 -2.7153
H 0.4693 3.5966 -2.3219
H -0.1719 4.1672 -0.6916
H 1.8304 2.0418 -0.5689
H 2.4221 3.5109 -1.2285
H 1.5661 3.4066 0.4764
H 0.3501 1.7595 2.3921
H -1.2301 1.6378 2.1536
O -0.4997 2.0792 2.6501
H -1.7769 4.3283 1.3868
H -0.5057 3.8567 2.2104
O -0.8585 4.5539 1.6205
H 4.4346 -1.0736 1.5349
H 3.4987 0.1060 1.3016
O 3.8350 -0.4677 1.9994
H -3.6970 2.1747 1.3703
H -2.8386 1.1830 0.5426
O -2.9333 1.5939 1.4473
H 0.5761 -0.9861 4.5384
H 0.3080 -0.9707 2.9046
O 0.9154 -1.1399 3.6630
H 2.7998 0.3212 -3.1543
H 3.2662 -0.8605 -2.5607
O 3.5307 -0.3157 -3.3155
H -2.7174 -2.8631 0.9457
H -2.7366 -1.9884 2.1942
O -2.4040 -2.8060 1.8812
H 3.0161 -2.3748 -2.0148
H 2.8790 -2.7098 -0.5157
O 2.8420 -1.9543 -1.1679
H -2.0892 -0.6836 -3.8694
H -2.5002 -0.8495 -2.5388
O -1.8287 -1.2556 -3.1143
H -0.2129 -3.4662 -2.1678
H -0.1674 -2.7558 -3.3506
O 0.2971 -3.4811 -2.9385
H 2.3404 -3.3819 1.4512
H 1.1284 -3.5797 0.3938
O 2.0575 -3.7000 0.5612
H -3.1546 -1.3534 -0.7482
H -1.9550 -2.3429 -1.1343
O -2.7876 -2.2449 -0.6647
H -0.6321 -0.1793 0.9563
H -1.0541 -1.7966 1.2555
O -0.6684 -0.9383 1.5517
H 2.8675 -2.0618 2.6856
H 1.9173 -2.7442 3.7335
O 2.6074 -2.9086 3.0794
```

=====

Quick rundown of energy above the lowest of the compared OMol25 structures with the same formula, charge and spin, same order as above: 214.7; 547.6; 0.0; 30.5; 281.6; 363.7; 729.8; 668.9; 196.9 kJ/mol